3 unconnected molecules or ions with the total composition C40H50F28N4O14P3, computed with ωB97M-V/def2-TZVPD.

XYZ file:
```
139
Properties=species:S:1:pos:R:3:forces:R:3
C -3.0113 -1.7588 -0.8889 -3.2 0.1 -0.9
N -1.8177 -2.6639 -0.6769 2.1 0.9 -1.4
C -0.6902 -2.6060 -1.6842 -1.0 2.8 2.4
N -0.4881 -3.2308 -2.8905 0.4 0.3 2.0
C 0.7815 -2.9093 -3.7063 -0.9 6.7 -5.0
O 0.6671 -1.8069 -4.4967 1.2 -8.2 5.8
C 2.1711 -3.7771 -3.6498 0.9 -2.5 2.2
F 2.0631 -5.1598 -4.1905 0.0 4.8 1.7
F 2.5110 -3.9430 -2.1881 -1.3 0.6 -4.3
C 3.4742 -3.0416 -4.3293 2.4 0.5 1.5
F 4.6642 -3.9196 -4.0574 -4.2 2.8 -0.9
F 3.7440 -1.7361 -3.6281 -1.2 -4.5 -2.3
C 3.3649 -2.7998 -5.9471 -1.4 2.5 -1.8
F 3.1522 -1.3152 -6.1300 0.6 -4.7 0.5
F 2.1526 -3.4371 -6.5743 3.7 1.7 2.3
C 4.7228 -3.1626 -6.7949 6.6 1.4 -0.8
O 5.9101 -2.6423 -6.4695 -8.7 -3.7 -1.8
O 4.6249 -4.0579 -7.9931 -1.7 3.6 2.8
C -1.4952 -4.2264 -3.4222 -2.1 -1.9 -1.7
F -0.8452 -4.9493 -4.5726 -1.2 2.1 3.9
F -1.8085 -5.2152 -2.3608 1.4 3.0 -3.3
C -2.8748 -3.5725 -4.0184 -4.1 1.0 -1.0
C -4.2410 -4.5309 -3.9043 -0.6 2.4 -1.4
C -5.7283 -4.0932 -4.4386 3.7 3.0 -0.3
C -5.8888 -2.5894 -5.0916 3.8 -1.2 1.2
C -4.5571 -1.6111 -5.2196 0.5 -3.1 0.9
C -4.6613 -0.0918 -5.8634 -0.5 0.9 1.4
F -3.7507 0.1479 -7.0072 -3.5 -0.6 3.9
F -4.2654 0.8416 -4.7442 -1.0 -2.6 -3.8
F -6.0970 0.2553 -6.1567 5.2 -1.1 0.5
C -3.0402 -2.0955 -4.7119 -3.0 -2.5 0.7
N 0.2831 -1.6294 -1.0524 -0.1 -0.9 -2.1
P -0.0138 0.1139 -1.2783 -2.1 4.6 1.1
O -0.7012 0.8422 -0.0545 2.8 -3.3 -4.1
O 1.4879 0.9172 -1.7831 -2.5 -3.4 2.0
O -1.1309 0.2562 -2.6492 3.6 0.2 1.8
C 0.3851 -2.1587 0.3635 0.3 -1.4 1.1
C 1.2827 -1.3632 1.4809 -0.5 0.1 1.2
N 2.7832 -1.5757 1.3614 -0.9 -0.6 0.3
C -1.2182 -2.3312 0.6830 1.7 -0.1 2.2
C -1.7244 -3.4244 1.7947 -0.3 -0.9 -1.1
C -3.1748 -2.9666 2.4111 -0.6 -1.0 1.3
C -3.0807 -1.9390 3.6957 2.5 -1.0 0.6
F -3.2959 -2.6407 5.0167 0.4 2.5 -4.3
F -1.6369 -1.4948 3.7463 -4.0 -0.8 0.1
C -3.9600 -0.5624 3.5375 2.4 2.1 2.2
F -3.4988 0.1347 2.3155 -1.8 -2.2 3.4
F -3.5366 0.3205 4.6893 -1.3 -2.7 -3.8
C -5.5775 -0.7395 3.6836 -1.5 -1.4 2.5
F -5.9263 -2.2072 3.7822 1.4 4.6 -0.6
F -5.9992 -0.1759 5.0210 1.2 -1.7 -5.0
C -6.4714 -0.1673 2.4276 -2.5 -2.7 0.4
F -6.0194 -0.8789 1.2139 -1.1 2.5 3.4
F -7.8721 -0.6744 2.6902 4.6 1.6 -1.0
C -6.5853 1.4527 2.3188 -0.2 2.1 3.0
F -7.9203 1.8277 2.9206 4.5 -1.1 -2.6
F -5.5910 2.1229 3.2424 -3.0 -2.7 -3.0
C -6.3095 2.1155 0.8522 2.1 3.5 0.1
F -4.9789 1.6902 0.2732 -4.8 0.9 1.9
F -6.1073 3.5919 1.1246 -0.9 -4.8 -0.9
C -7.5287 2.0496 -0.2277 -1.1 2.3 -2.4
F -8.8410 2.5482 0.2427 4.7 -1.9 -1.1
F -7.1304 2.9901 -1.3446 -1.1 -3.2 3.7
C -7.7837 0.6052 -0.9509 -2.0 -2.0 -3.4
F -8.6512 0.8992 -2.1542 3.0 -1.1 4.3
F -6.5371 -0.0091 -1.5434 -4.4 2.0 2.6
F -8.5763 -0.3679 -0.1413 3.4 3.5 -2.7
H -2.9981 -0.7655 -0.2640 0.6 -2.0 -1.1
H -3.2180 -1.4600 -2.0019 0.7 -0.8 2.1
H -3.9667 -2.3833 -0.5392 2.1 1.4 -0.8
H 3.7993 -3.7516 -8.5117 1.5 -0.8 1.2
H -4.1223 -5.6126 -3.4369 -0.2 2.6 -1.1
H -6.6721 -4.8171 -4.3554 2.5 1.8 -0.2
H -6.9390 -2.2345 -5.4701 2.4 -0.6 0.8
H -2.1160 -1.3858 -4.8249 -2.0 -1.4 0.2
H 2.2172 0.5185 -1.1971 -1.2 0.8 -1.1
H -0.8360 1.0453 -3.2020 -0.4 -1.2 0.9
H 0.9748 -3.1840 0.2283 -1.5 1.9 0.3
H 1.0843 -0.2109 1.5312 0.0 -2.2 -0.4
H 0.9799 -1.7970 2.5502 0.0 0.8 -2.4
H 3.1370 -1.6809 2.3496 -0.3 0.0 -1.6
H 3.0227 -2.4369 0.8225 -0.3 0.9 0.8
H -1.4763 -1.3127 1.1977 0.0 -1.5 -1.8
H -1.9194 -4.4430 1.2037 0.3 2.2 1.3
H -0.9371 -3.6898 2.6252 -1.6 0.9 -1.6
H -3.6817 -3.9618 2.8331 1.0 2.3 -0.8
H -3.9255 -2.5144 1.6360 1.6 -0.8 1.4
O 2.4740 5.1611 -4.6855 -2.6 2.7 2.7
P 3.2144 5.6890 -3.4324 7.6 -5.1 -3.5
O 4.5276 6.2505 -4.2704 -0.5 0.6 -0.1
C 4.3920 7.4479 -5.0173 0.3 0.2 -0.3
C 4.1819 8.6517 -4.1246 -0.1 0.2 0.2
O 3.8551 4.2072 -3.0069 -1.1 0.5 0.9
C 3.2439 3.0119 -3.4832 0.0 -0.1 -0.4
C 3.8076 2.5993 -4.8399 0.2 -0.2 0.1
O 4.0418 6.2789 -2.0322 -3.7 0.8 -0.2
C 3.2652 7.0529 -1.1284 0.0 0.3 0.7
C 1.9450 6.4063 -0.7580 0.1 -0.2 0.3
H 3.5758 7.3498 -5.7383 0.0 0.0 0.0
H 5.3194 7.5792 -5.5817 -0.1 -0.2 0.1
H 3.1728 8.6364 -3.6969 0.0 0.1 0.0
H 4.2860 9.5823 -4.6872 -0.1 -0.1 0.0
H 4.9006 8.6656 -3.2974 -0.1 -0.1 -0.2
H 2.1548 3.1277 -3.5159 0.2 0.0 -0.1
H 3.4472 2.2209 -2.7505 0.1 0.3 0.0
H 3.9158 3.4346 -5.5294 -0.2 0.1 0.1
H 3.1670 1.8416 -5.3005 0.1 0.0 0.0
H 4.8058 2.1724 -4.7091 -0.1 0.0 0.0
H 3.0933 8.0420 -1.5578 0.0 0.1 0.1
H 3.8666 7.1931 -0.2249 0.1 -0.1 -0.2
H 1.3082 6.2586 -1.6353 -0.1 0.1 -0.2
H 1.3981 7.0370 -0.0510 0.0 -0.1 -0.1
H 2.1072 5.4239 -0.3049 0.0 0.1 0.0
O 3.2364 -1.5630 5.9490 -2.5 -0.9 3.7
P 3.7712 -0.8752 7.2289 6.9 3.7 -5.9
O 3.8146 0.6418 6.5664 -0.8 0.0 0.2
C 2.5921 1.3372 6.3877 0.0 0.4 -0.1
C 1.9501 1.7029 7.7083 -0.1 0.0 0.3
O 5.3689 -1.2715 6.9504 -0.8 -0.7 1.2
C 5.6850 -2.3637 6.0923 0.0 -0.2 -0.4
C 5.7893 -1.9177 4.6367 0.4 0.0 0.0
O 4.3687 -0.1067 8.6591 -2.9 -2.4 0.5
C 3.7078 -0.4434 9.8711 0.0 0.0 0.8
C 3.5419 -1.9364 10.0749 0.3 0.0 0.2
H 1.9095 0.7438 5.7732 0.0 0.0 0.0
H 2.8231 2.2532 5.8370 0.1 -0.2 0.0
H 1.5359 0.8097 8.1901 -0.1 0.0 0.1
H 1.1291 2.4092 7.5651 0.0 -0.1 0.0
H 2.6768 2.1521 8.3946 -0.1 -0.1 -0.2
H 4.9538 -3.1702 6.2170 0.1 0.2 -0.1
H 6.6507 -2.7713 6.4166 -0.1 0.3 0.1
H 4.9903 -1.2411 4.3390 -0.2 -0.1 0.2
H 5.7811 -2.7877 3.9736 0.0 0.0 0.0
H 6.7277 -1.3775 4.4838 -0.1 -0.1 0.0
H 2.7350 0.0515 9.8997 -0.1 0.1 0.1
H 4.3049 -0.0296 10.6895 0.0 0.0 -0.2
H 2.9397 -2.3874 9.2807 -0.2 0.0 -0.1
H 3.0423 -2.1368 11.0272 0.0 0.0 -0.1
H 4.5134 -2.4393 10.0715 -0.1 0.1 0.0
```
Positions in Å, forces in eV/Å.

Properties
Spin multiplicity: 1
Charge: +1
DFT total energy in a.u.: -6645.54765

Atom charges from the Mulliken analysis, given in e for atoms 1 to 99: number 1, C, carries -0.14; number 2, N, carries 0.50; number 3, C, carries -0.96; number 4, N, carries 0.82; number 5, C, carries -0.52; number 6, O, carries -0.46; number 7, C, carries 0.78; number 8, F, carries -0.25; number 9, F, carries -0.27; number 10, C, carries 0.40; number 11, F, carries -0.28; number 12, F, carries -0.21; number 13, C, carries 0.92; number 14, F, carries -0.23; number 15, F, carries -0.28; number 16, C, carries 0.17; number 17, O, carries -0.41; number 18, O, carries -0.43; number 19, C, carries 1.20; number 20, F, carries -0.27; number 21, F, carries -0.26; number 22, C, carries -0.04; number 23, C, carries -0.53; number 24, C, carries -0.54; number 25, C, carries -0.52; number 26, C, carries -0.03; number 27, C, carries 0.80; number 28, F, carries -0.22; number 29, F, carries -0.23; number 30, F, carries -0.24; number 31, C, carries 0.09; number 32, N, carries 0.92; number 33, P, carries 0.33; number 34, O, carries -0.61; number 35, O, carries -0.28; number 36, O, carries -0.30; number 37, C, carries -0.50; number 38, C, carries -0.42; number 39, N, carries -0.58; number 40, C, carries 0.39; number 41, C, carries -0.72; number 42, C, carries -0.32; number 43, C, carries 0.58; number 44, F, carries -0.33; number 45, F, carries -0.27; number 46, C, carries 0.62; number 47, F, carries -0.21; number 48, F, carries -0.33; number 49, C, carries 0.34; number 50, F, carries -0.31; number 51, F, carries -0.28; number 52, C, carries 0.71; number 53, F, carries -0.23; number 54, F, carries -0.31; number 55, C, carries 0.53; number 56, F, carries -0.25; number 57, F, carries -0.30; number 58, C, carries 0.56; number 59, F, carries -0.16; number 60, F, carries -0.30; number 61, C, carries 0.48; number 62, F, carries -0.23; number 63, F, carries -0.26; number 64, C, carries 0.62; number 65, F, carries -0.26; number 66, F, carries -0.21; number 67, F, carries -0.20; number 68, H, carries 0.04; number 69, H, carries -0.12; number 70, H, carries 0.26; number 71, H, carries 0.37; number 72, H, carries 0.32; number 73, H, carries 0.32; number 74, H, carries 0.39; number 75, H, carries 0.24; number 76, H, carries 0.33; number 77, H, carries 0.27; number 78, H, carries 0.25; number 79, H, carries 0.20; number 80, H, carries 0.35; number 81, H, carries 0.24; number 82, H, carries 0.25; number 83, H, carries 0.10; number 84, H, carries 0.37; number 85, H, carries 0.26; number 86, H, carries 0.44; number 87, H, carries -0.14; number 88, O, carries -0.71; number 89, P, carries 1.03; number 90, O, carries -0.39; number 91, C, carries -0.30; number 92, C, carries -0.98; number 93, O, carries -0.42; number 94, C, carries 0.03; number 95, C, carries -1.10; number 96, O, carries -0.23; number 97, C, carries -0.15; number 98, C, carries -1.15; number 99, H, carries 0.26